Below is C20H40MgNO17 as an isolated structure at a distorted geometry, with properties calculated with ωB97M-V with the def2-TZVPD basis set.

Geometry (Å):
Mg 1.066 1.394 -3.010
N -0.402 -0.602 -0.987
O -1.623 -0.558 -0.849
O 0.117 0.017 -1.984
O 0.353 -1.144 -0.180
C -5.183 -2.065 0.575
C -3.883 -2.571 1.194
C -4.062 -4.080 1.409
O -5.468 -4.226 1.578
C -6.047 -3.327 0.628
H -5.044 -1.626 -0.412
H -5.708 -1.330 1.187
H -3.783 -2.147 2.196
H -2.979 -2.302 0.650
H -3.482 -4.401 2.276
H -3.740 -4.740 0.593
H -7.065 -3.140 0.964
H -6.086 -3.811 -0.355
C 4.075 0.839 1.971
C 2.565 0.475 1.813
C 1.896 1.114 3.022
O 2.955 1.615 3.861
C 4.159 0.963 3.488
H 4.217 1.848 1.578
H 4.737 0.111 1.509
H 2.422 -0.604 1.784
H 2.122 0.902 0.910
H 1.289 0.412 3.598
H 1.275 1.969 2.753
H 4.354 0.039 4.037
H 4.944 1.682 3.735
C -2.750 4.189 -5.558
O -1.913 3.507 -4.631
C -1.462 2.299 -4.796
O -0.704 1.774 -4.008
O -2.020 1.705 -5.846
C -1.432 0.485 -6.289
H -2.309 4.227 -6.550
H -2.945 5.189 -5.179
H -3.741 3.735 -5.608
H -2.135 -0.016 -6.946
H -1.138 -0.228 -5.518
H -0.517 0.707 -6.843
C -1.021 -5.246 6.045
O -1.318 -4.164 5.205
C -0.636 -3.986 4.083
O 0.270 -4.640 3.660
O -1.191 -2.915 3.497
C -0.580 -2.448 2.298
H -0.242 -5.957 5.766
H -1.894 -5.909 6.078
H -0.875 -4.970 7.087
H 0.384 -2.026 2.583
H -1.166 -1.658 1.841
H -0.491 -3.236 1.552
C 6.001 2.179 -0.967
O 4.679 2.266 -1.486
C 3.916 1.224 -1.635
O 2.731 1.338 -1.923
O 4.508 0.082 -1.433
C 3.730 -1.113 -1.529
H 6.225 3.096 -0.427
H 6.771 2.045 -1.726
H 6.129 1.364 -0.256
H 3.274 -1.225 -2.513
H 2.903 -1.101 -0.815
H 4.342 -1.976 -1.292
C 2.031 3.993 0.312
O 0.610 3.980 0.419
C -0.091 3.285 -0.466
O 0.387 2.685 -1.403
O -1.344 3.481 -0.216
C -2.318 2.920 -1.083
H 2.229 4.644 -0.542
H 2.515 3.021 0.210
H 2.428 4.423 1.227
H -2.255 3.221 -2.128
H -3.306 3.214 -0.738
H -2.261 1.830 -1.046

Results
Multiplicity   1
Net charge   +1
Orbital gap   6.50 eV

Below is a 3-piece molecular cluster, C20H40N3O2S overall at a distorted geometry, with properties calculated with ωB97M-V with the def2-TZVPD basis set.

Geometry (Å):
C 6.706 -1.033 4.747
C 6.927 -0.769 3.180
C 7.740 -1.854 2.321
N 6.506 0.328 2.539
S 5.264 1.120 3.477
C 4.197 2.114 2.287
C 2.946 1.168 1.941
C 1.886 1.020 3.175
C 1.521 -0.557 3.227
C 2.334 -1.448 4.198
C 1.984 -2.979 4.183
C 0.869 -3.474 3.217
C 0.068 -2.546 2.253
C 0.411 -1.039 2.267
H 7.099 -0.121 5.336
H 7.324 -1.974 4.999
H 5.622 -1.280 5.014
H 7.022 -2.464 1.663
H 8.506 -1.259 1.703
H 8.338 -2.510 3.052
H 5.820 2.029 4.373
H 4.778 2.270 1.306
H 3.824 3.090 2.743
H 3.382 0.112 1.759
H 2.402 1.444 0.972
H 2.301 1.404 4.167
H 0.949 1.648 2.951
H 3.175 -1.053 4.879
H 2.539 -3.712 4.853
H 0.609 -4.588 3.164
H -0.727 -2.902 1.521
H -0.087 -0.270 1.583
C -5.837 0.161 1.166
C -4.464 -0.170 1.744
C -3.329 0.705 1.175
O -2.910 0.342 -0.138
C -3.724 0.859 -1.179
N -4.195 -1.600 1.546
H -5.971 -0.226 0.154
H -6.624 -0.285 1.781
H -6.005 1.241 1.146
H -4.514 0.021 2.822
H -2.448 0.569 1.812
H -3.581 1.772 1.220
H -4.118 1.851 -0.942
H -4.537 0.165 -1.399
H -3.109 0.937 -2.079
H -3.324 -1.837 2.018
H -3.977 -1.733 0.557
C -3.157 0.670 -8.081
C -2.159 1.452 -7.231
C -1.932 0.843 -5.832
O -2.984 1.095 -4.904
C -4.092 0.218 -5.019
N -2.597 2.851 -7.148
H -4.192 0.840 -7.778
H -3.081 0.974 -9.129
H -2.957 -0.404 -8.032
H -1.198 1.426 -7.757
H -1.042 1.314 -5.401
H -1.716 -0.231 -5.890
H -3.791 -0.794 -5.304
H -4.815 0.617 -5.732
H -4.584 0.171 -4.045
H -1.881 3.389 -6.663
H -3.393 2.881 -6.509

Results
Multiplicity   1
Net charge   +1
Orbital gap   6.71 eV

Below is C20H40NOP3SSn as an isolated structure at a distorted geometry, with properties calculated with ωB97M-V with the def2-TZVPD basis set.

Geometry (Å):
Sn 0.205 -0.305 -0.323
P 0.441 2.120 -1.150
P -0.384 0.802 2.344
P -2.555 -0.169 -0.758
H 1.372 -6.999 -5.216
C 0.585 -6.475 -5.767
C 0.827 -5.393 -6.522
H 1.830 -4.999 -6.719
C 2.158 2.599 -1.493
C -0.222 3.468 -0.120
C -0.371 2.309 -2.764
C -0.882 -0.588 3.423
C 1.041 1.435 3.284
C -1.664 2.038 2.759
C -2.887 -0.716 -2.462
C -3.589 1.314 -0.533
C -3.402 -1.421 0.273
H -0.408 -6.940 -5.748
H -0.002 -4.902 -7.049
H 2.705 1.750 -1.922
H 2.653 2.918 -0.566
H 2.152 3.432 -2.213
H 0.288 3.486 0.855
H -1.303 3.346 0.039
H -0.044 4.431 -0.626
H -0.106 1.460 -3.410
H -0.006 3.242 -3.220
H -1.462 2.362 -2.649
H -0.989 -0.221 4.453
H -0.107 -1.361 3.379
H -1.829 -1.010 3.065
H 0.789 1.456 4.353
H 1.273 2.451 2.940
H 1.923 0.804 3.117
H -2.233 1.712 3.641
H -2.357 2.160 1.917
H -1.187 3.005 2.969
H -3.959 -0.586 -2.665
H -2.610 -1.773 -2.592
H -2.303 -0.119 -3.177
H -4.479 1.242 -1.176
H -3.024 2.214 -0.811
H -3.915 1.399 0.514
H -4.355 -1.707 -0.197
H -3.597 -1.003 1.271
H -2.764 -2.308 0.371
C 0.389 -2.300 -2.756
C 0.193 -3.472 -1.981
C -0.465 -4.547 -2.564
C -0.857 -4.482 -3.901
C -0.409 -3.432 -4.712
C 0.263 -2.345 -4.164
O 0.569 -1.085 -2.226
H -0.273 -1.838 0.472
H 0.471 -3.501 -0.927
H -0.663 -5.432 -1.966
H -1.455 -5.294 -4.324
H -0.515 -3.481 -5.794
H 0.585 -1.491 -4.773
S 4.722 -0.077 1.267
C 4.502 -1.635 0.530
C 3.249 -1.738 -0.006
N 2.461 -0.601 0.159
C 3.137 0.357 0.811
H 5.274 -2.390 0.503
H 2.866 -2.606 -0.528
H 2.746 1.341 1.081

Results
Energy relative to the best compared isomer or geometry (same formula, charge and spin)   0.0 kcal per mole
Multiplicity   1
Net charge   +4
Orbital gap (spin up / spin down)   5.01 / 3.94 eV

Below is a 8-piece molecular cluster, C20H40O16S4 overall at a distorted geometry, with properties calculated with ωB97M-V with the def2-TZVPD basis set.

Geometry (Å):
C 1.345 -0.326 1.357
C 0.861 -0.175 -0.127
O -0.414 0.250 -0.015
C -0.908 0.045 1.269
O -2.085 0.281 1.575
O 0.109 -0.491 1.988
H 1.841 0.572 1.726
H 1.987 -1.206 1.400
H 0.804 -1.176 -0.554
H 1.597 0.462 -0.619
C -3.333 -0.591 -1.795
C -3.007 0.805 -1.711
O -4.084 1.485 -2.222
C -4.914 0.678 -2.841
O -5.964 0.994 -3.295
O -4.327 -0.585 -2.804
H -3.716 -1.014 -0.866
H -2.398 -1.090 -2.049
H -2.022 1.009 -2.129
H -2.907 1.174 -0.690
C 4.174 -2.547 -0.727
C 5.656 -2.456 -0.984
O 6.008 -1.165 -0.597
C 4.888 -0.512 -0.155
O 4.762 0.625 0.214
O 3.868 -1.362 -0.036
H 4.072 -3.444 -0.117
H 3.606 -2.608 -1.655
H 5.892 -2.475 -2.048
H 6.292 -3.227 -0.548
C 0.951 3.397 -0.193
C -0.536 3.516 -0.547
O -0.366 3.912 -1.918
C 0.886 3.617 -2.362
O 1.294 3.711 -3.540
O 1.540 3.107 -1.368
H 0.899 2.508 0.435
H 1.385 4.183 0.425
H -1.067 4.203 0.112
H -1.077 2.570 -0.595
C 3.502 -0.074 4.573
S 4.823 -0.189 5.904
O 5.992 0.758 5.531
C 3.862 0.548 7.325
H 3.270 0.990 4.612
H 2.589 -0.656 4.704
H 3.887 -0.393 3.604
H 3.704 1.600 7.089
H 4.449 0.479 8.240
H 2.936 -0.026 7.366
C -2.255 -3.996 -1.305
S -0.607 -4.601 -0.619
O 0.415 -3.511 -0.790
C -1.005 -4.651 1.189
H -2.200 -3.670 -2.343
H -2.449 -3.091 -0.729
H -3.045 -4.741 -1.206
H -1.650 -5.431 1.595
H -1.269 -3.663 1.565
H 0.004 -4.895 1.523
C 1.642 -0.057 -4.276
S 0.292 -0.942 -3.435
O -0.969 -0.309 -4.069
C 0.606 -2.617 -4.228
H 1.308 0.152 -5.292
H 2.531 -0.681 -4.183
H 1.656 0.910 -3.773
H 0.647 -2.640 -5.317
H -0.130 -3.300 -3.804
H 1.570 -3.006 -3.899
C -6.707 4.173 1.876
S -5.114 3.376 2.257
O -5.413 1.904 2.543
C -4.501 3.221 0.496
H -6.494 5.147 1.437
H -7.239 4.298 2.819
H -7.257 3.548 1.172
H -4.176 4.091 -0.075
H -5.222 2.632 -0.070
H -3.573 2.659 0.593

Results
Multiplicity   2
Net charge   +1
Orbital gap (spin up / spin down)   6.19 / 1.53 eV

Below is C20H40O26S6 as an isolated structure at a distorted geometry, with properties calculated with ωB97M-V with the def2-TZVPD basis set.

Geometry (Å):
C 10.475 5.218 -15.494
C 10.380 5.793 -16.920
C 11.403 6.913 -16.943
O 12.397 6.550 -15.968
C 11.782 5.848 -14.920
H 10.625 4.147 -15.589
H 9.652 5.496 -14.840
H 9.425 6.185 -17.272
H 10.662 5.007 -17.621
H 11.039 7.896 -16.616
H 11.987 7.122 -17.840
H 11.569 6.514 -14.071
H 12.435 5.091 -14.477
C 16.194 12.129 -11.159
C 17.073 13.118 -11.905
C 16.241 14.384 -11.752
O 14.921 13.900 -12.051
C 14.774 12.621 -11.428
H 16.475 12.058 -10.108
H 16.480 11.169 -11.595
H 17.122 12.999 -12.993
H 18.115 13.231 -11.605
H 16.479 15.256 -12.363
H 16.175 14.798 -10.734
H 14.207 11.958 -12.088
H 14.159 12.751 -10.532
C 18.138 7.879 -9.381
C 17.478 9.232 -9.108
O 17.524 9.351 -7.679
S 18.128 8.038 -6.964
O 17.249 7.639 -5.915
O 19.517 8.209 -6.713
O 17.889 7.083 -8.213
H 19.214 8.064 -9.458
H 17.856 7.300 -10.252
H 16.461 9.265 -9.485
H 18.046 10.025 -9.589
C 14.547 6.118 -7.972
C 13.078 6.443 -7.687
O 12.574 7.169 -8.829
S 13.700 7.296 -9.989
O 14.470 8.502 -9.917
O 13.088 6.915 -11.215
O 14.600 6.105 -9.383
H 14.769 5.148 -7.522
H 15.327 6.754 -7.547
H 12.889 7.077 -6.821
H 12.460 5.552 -7.587
C 15.735 4.351 -13.336
C 16.466 4.566 -11.972
O 16.172 3.381 -11.181
S 14.731 2.824 -11.613
O 13.713 3.685 -11.090
O 14.693 1.410 -11.478
O 14.938 3.197 -13.189
H 16.507 4.176 -14.084
H 15.199 5.250 -13.638
H 16.134 5.429 -11.400
H 17.539 4.439 -12.088
C 14.383 8.582 -13.292
C 14.796 9.690 -14.235
O 16.166 9.982 -13.904
S 16.889 8.556 -13.583
O 17.766 8.749 -12.463
O 17.413 7.981 -14.784
O 15.557 7.771 -13.160
H 13.633 7.964 -13.784
H 13.903 8.962 -12.395
H 14.217 10.603 -14.138
H 14.760 9.329 -15.266
C 15.134 15.130 -15.242
C 14.208 13.885 -15.229
O 14.461 13.171 -16.454
S 15.560 13.964 -17.344
O 15.155 13.977 -18.698
O 16.889 13.554 -16.995
O 15.246 15.375 -16.637
H 16.055 14.867 -14.720
H 14.707 16.011 -14.777
H 13.155 14.163 -15.297
H 14.410 13.204 -14.408
C 10.640 11.941 -13.398
C 9.472 11.157 -14.016
O 9.950 10.906 -15.352
S 11.458 10.370 -15.171
O 12.264 10.582 -16.319
O 11.472 9.105 -14.511
O 11.820 11.561 -14.107
H 10.788 11.847 -12.324
H 10.478 13.002 -13.602
H 8.594 11.774 -14.196
H 9.152 10.252 -13.502

Results
Energy relative to the best compared isomer or geometry (same formula, charge and spin)   0.0 kcal per mole
Multiplicity   1
Net charge   0
Orbital gap   9.38 eV

Below is C20H40P2PtSi as an isolated structure at a distorted geometry, with properties calculated with ωB97M-V with the def2-TZVPD basis set.

Geometry (Å):
P -0.128 -1.749 -4.980
P 0.066 1.992 -5.058
C -0.485 -0.521 -6.272
C 0.372 0.757 -6.374
H -1.553 -0.268 -6.200
H -0.342 -1.068 -7.220
H 1.453 0.534 -6.383
H 0.108 1.295 -7.299
C -1.538 2.720 -5.565
H -1.851 3.445 -4.798
H -2.313 1.941 -5.643
H -1.422 3.227 -6.535
C 1.285 3.304 -5.317
H 0.985 3.898 -6.197
H 2.285 2.875 -5.476
H 1.299 3.946 -4.426
C -1.200 -3.153 -5.390
H -1.192 -3.875 -4.564
H -0.868 -3.673 -6.299
H -2.238 -2.828 -5.539
C 1.562 -2.318 -5.221
H 2.262 -1.476 -5.309
H 1.613 -2.916 -6.145
H 1.874 -2.945 -4.374
Pt 0.271 -0.691 -0.416
C 0.603 2.287 -1.919
C -0.610 1.677 -1.638
C -1.539 1.000 -2.619
C -1.701 -0.534 -2.825
C -0.526 -1.453 -3.271
C 0.707 -1.001 -2.501
C 1.360 0.202 -3.118
C 1.805 1.394 -2.237
C 0.080 -3.429 1.049
H 0.804 3.291 -1.580
H -1.129 1.882 -0.672
H -1.325 1.511 -3.571
H -2.552 1.382 -2.393
H -2.066 -0.949 -1.869
H -2.540 -0.632 -3.534
H -0.815 -2.459 -2.947
H 1.383 -1.846 -2.259
H 0.603 0.641 -3.840
H 2.184 -0.163 -3.749
H 2.320 0.985 -1.354
H 2.560 1.957 -2.817
H 1.050 -3.827 1.388
H -0.061 -3.773 0.010
H -0.714 -3.875 1.666
C -1.556 1.215 3.379
Si -0.016 0.150 3.243
C 1.515 1.222 3.430
C -0.022 -1.089 4.655
C 0.027 -0.787 1.605
C 0.068 -1.975 1.029
H -1.908 1.274 4.420
H -2.357 0.776 2.771
H -1.378 2.241 3.031
H 1.853 1.258 4.477
H 2.332 0.809 2.824
H 1.331 2.256 3.106
H -0.968 -1.644 4.686
H 0.791 -1.815 4.528
H 0.111 -0.618 5.638

Results
Energy relative to the best compared isomer or geometry (same formula, charge and spin)   0.0 kcal per mole
Multiplicity   5
Net charge   +2
Orbital gap (spin up / spin down)   7.02 / 4.78 eV

- Look up the multiplicity of the sixth one.
  5

- The highest net charge belongs to which entry?
  C20H40NOP3SSn

- Which formula does entry 1 have?
  C20H40MgNO17

- Which of these has the highest net charge?
  C20H40NOP3SSn